1.
The following is a DFT calculation (ωB97M-V/def2-TZVPD) of a cluster of 14 separate species, H28O14 in total in a non-equilibrium geometry.

The geometry in XYZ format:
```
42
Properties=species:S:1:pos:R:3:mulliken_charge:R:1
O 2.082 2.708 -1.259 -0.6285
O -2.008 -2.254 -2.198 -0.6183
O 0.620 -0.753 -3.292 -0.5178
O 0.125 3.674 1.125 -0.6090
O -0.358 0.307 -0.539 -0.3595
O -3.551 1.303 3.602 -0.6136
O 0.888 -4.476 0.737 -0.6086
O 0.058 0.174 2.828 -0.5515
O 3.791 -0.459 -1.035 -0.5877
O -0.930 1.414 -3.085 -0.5348
O -2.624 3.380 -0.924 -0.5995
O 4.349 1.049 2.504 -0.6325
O -4.028 -2.388 2.697 -0.6206
O 1.213 -2.709 -1.987 -0.4753
H 1.050 -0.383 -4.071 0.2478
H 4.095 0.032 -1.807 0.3084
H -0.298 3.155 1.818 0.3068
H 0.830 -0.128 -2.589 0.2179
H -3.272 2.756 -1.270 0.3134
H -1.466 -1.533 -1.858 0.3236
H -1.334 1.887 -2.349 0.2286
H 4.393 0.782 1.579 0.3182
H 0.639 0.294 3.587 0.2811
H -3.498 -2.851 2.039 0.3153
H -0.936 0.724 0.109 0.1595
H 5.085 1.663 2.607 0.3102
H 0.458 3.013 0.507 0.3317
H -0.085 -0.778 2.791 0.2891
H -1.590 0.757 -3.332 0.3028
H 1.315 -3.611 0.749 0.3022
H -3.406 0.774 4.395 0.3284
H 1.884 2.118 -0.523 0.2170
H 0.547 -2.860 -1.307 0.2395
H -2.995 3.658 -0.079 0.3003
H 4.048 -1.370 -1.221 0.2838
H 1.308 -3.566 -2.418 0.2569
H -3.848 -1.456 2.530 0.3127
H 0.310 -0.140 -0.006 0.2457
H -2.732 -2.323 -1.566 0.2824
H -2.906 0.961 2.972 0.2755
H 1.235 -4.919 1.520 0.2997
H 1.541 2.371 -1.982 0.3586
```

Its HOMO energy is -9.916 eV. The calculation puts the energy relative to the best compared isomer or geometry (same formula, charge and spin) at 3.0391 eV. Its energy is -29118.613 eV.

=====

2.
The following is a DFT calculation (ωB97M-V/def2-TZVPD) of a cluster of 14 separate species, H28O14 in total in a non-equilibrium geometry.

The geometry in XYZ format:
```
42
Properties=species:S:1:pos:R:3:mulliken_charge:R:1
O 1.844 -0.767 -1.137 -0.3749
O -0.837 3.176 -1.509 -0.5523
O 2.329 2.390 -2.743 -0.5735
O 0.040 0.891 -0.408 -0.4561
O -0.944 0.042 2.942 -0.5798
O 1.891 -3.363 0.008 -0.5471
O 1.318 -0.213 -3.535 -0.5887
O -4.131 -0.878 2.165 -0.6121
O 0.801 -3.745 -2.119 -0.5239
O 2.776 -1.080 2.246 -0.5989
O -1.954 0.568 -1.941 -0.5286
O -0.191 2.225 5.342 -0.6295
O 0.779 2.711 1.541 -0.7142
O -3.973 -2.043 -0.664 -0.6361
H 0.576 0.315 -3.176 0.2609
H 0.149 2.943 0.913 0.3388
H -0.323 -0.058 -0.402 0.3829
H 0.216 1.183 0.491 0.1746
H 2.297 -2.546 0.348 0.3566
H 1.836 -0.920 -0.199 -0.0597
H -0.757 2.221 4.581 0.3003
H 2.421 -0.658 1.464 0.3672
H 0.540 1.927 2.100 0.2810
H 0.375 -4.056 -2.983 0.2741
H -0.513 4.150 -1.301 0.2850
H -4.859 -0.571 2.669 0.2918
H -1.564 -0.114 2.231 0.2265
H 2.747 2.590 -3.602 0.2879
H 1.976 0.413 -3.838 0.2633
H -0.308 -0.726 2.803 0.3304
H 2.513 -4.017 0.141 0.2703
H -3.796 -0.045 1.749 0.3285
H -4.336 -1.132 -0.782 0.2965
H 2.900 2.836 -2.028 0.2983
H -2.764 0.114 -2.337 0.2650
H -1.294 0.187 -2.547 0.2430
H 3.702 -0.959 2.233 0.2955
H -3.918 -2.257 0.352 0.3406
H -0.320 2.974 -2.299 0.2851
H 0.400 1.445 5.023 0.3269
H 2.660 -0.195 -1.234 0.3293
H 1.449 -4.345 -1.871 0.2750
```

Its HOMO energy is -9.774 eV. The calculation puts the energy relative to the best compared isomer or geometry (same formula, charge and spin) at 5.6151 eV. Its energy is -29116.037 eV.

=====

Number 1: lowest unoccupied orbital energy -0.0242 hartree. Number 2: lowest unoccupied orbital energy -0.0036 hartree.